Record 1
Computed, not measured: a structure of composition C31H55BIrN7, with wB97M-V/def2-TZVPD.

Output
LUMO level (alpha / beta): -4.56 / -4.24 eV
HOMO energy (alpha / beta): -10.8 / -10.5 eV
net charge: +1
multiplicity: 2
energy: -46979.59493 eV
energy relative to the best compared isomer or geometry (same formula, charge and spin): 32.39 kcal per mole

Each line ends with the Löwdin charge.
CARTESIAN COORDINATES (ANGSTROEM)
Ir (0.052, -0.203, 0.580)  1.27
C (4.612, -1.937, 0.315)  -0.04
C (3.773, -0.667, 0.501)  -0.35
C (2.904, -0.773, 1.750)  -0.09
C (3.016, -0.340, -0.758)  -0.23
C (3.604, 0.010, -1.972)  0.05
C (2.576, 0.395, -2.818)  -0.17
C (2.856, 1.019, -4.156)  -0.34
C (2.114, 0.450, -5.362)  -0.05
C (2.648, 2.532, -4.043)  -0.04
N (1.413, 0.247, -2.141)  0.06
N (1.695, -0.220, -0.905)  0.00
B (0.001, 0.842, -2.428)  -0.47
N (-0.151, 2.062, -1.458)  0.06
N (0.126, 1.855, -0.148)  -0.06
C (-0.135, 2.971, 0.537)  -0.25
C (-0.588, 3.932, -0.355)  0.05
C (-0.594, 3.325, -1.613)  -0.16
C (-1.031, 4.095, -2.831)  -0.34
C (-1.393, 3.302, -4.084)  -0.06
C (0.020, 5.171, -3.153)  -0.04
C (0.066, 3.042, 2.024)  -0.36
C (-0.205, 4.447, 2.555)  -0.06
C (-0.831, 2.018, 2.732)  -0.06
N (-1.195, -0.123, -2.070)  0.07
N (-1.650, -0.041, -0.797)  -0.01
C (-2.831, -0.666, -0.691)  -0.24
C (-3.140, -1.184, -1.939)  0.03
C (-2.095, -0.819, -2.794)  -0.18
C (-2.144, -1.197, -4.246)  -0.34
C (-0.861, -1.006, -5.039)  -0.07
C (-3.313, -0.469, -4.929)  -0.04
C (-3.682, -0.578, 0.549)  -0.35
C (-5.081, -1.130, 0.282)  -0.06
C (-3.082, -1.271, 1.774)  -0.07
H (5.332, -2.036, 1.126)  0.09
H (5.155, -1.910, -0.628)  0.08
H (3.972, -2.816, 0.314)  0.06
H (4.471, 0.166, 0.648)  0.15
H (2.174, -1.574, 1.637)  0.03
H (2.394, 0.178, 1.955)  0.06
H (3.517, -1.008, 2.620)  0.09
H (4.652, 0.020, -2.205)  0.13
H (3.922, 0.841, -4.320)  0.14
H (1.108, 0.852, -5.431)  0.05
H (2.061, -0.635, -5.317)  0.08
H (2.641, 0.725, -6.274)  0.09
H (1.610, 2.738, -3.791)  0.04
H (2.892, 3.020, -4.985)  0.09
H (3.282, 2.948, -3.261)  0.09
H (-0.070, 1.155, -3.554)  0.09
H (-0.893, 4.939, -0.140)  0.12
H (-1.936, 4.624, -2.513)  0.14
H (-0.503, 2.966, -4.614)  0.07
H (-1.959, 3.944, -4.758)  0.09
H (-2.014, 2.442, -3.835)  0.07
H (0.982, 4.719, -3.387)  0.07
H (0.157, 5.845, -2.310)  0.08
H (-0.304, 5.760, -4.010)  0.09
H (1.111, 2.781, 2.233)  0.14
H (-1.234, 4.743, 2.355)  0.09
H (0.462, 5.170, 2.089)  0.09
H (-0.042, 4.479, 3.630)  0.08
H (-1.880, 2.202, 2.503)  0.09
H (-0.693, 2.060, 3.811)  0.09
H (-0.586, 0.986, 2.402)  0.01
H (-4.008, -1.748, -2.222)  0.13
H (-2.384, -2.266, -4.240)  0.15
H (-0.768, 0.029, -5.358)  0.06
H (-0.886, -1.629, -5.931)  0.10
H (0.009, -1.276, -4.445)  0.07
H (-3.175, 0.610, -4.871)  0.08
H (-4.263, -0.720, -4.462)  0.08
H (-3.364, -0.754, -5.978)  0.09
H (-3.756, 0.491, 0.780)  0.14
H (-5.021, -2.187, 0.018)  0.09
H (-5.569, -0.591, -0.528)  0.09
H (-5.695, -1.037, 1.175)  0.09
H (-3.105, -2.353, 1.651)  0.07
H (-3.648, -1.013, 2.667)  0.09
H (-2.044, -0.967, 1.929)  0.02
C (-0.017, -4.419, 1.617)  -0.03
C (-0.046, -3.508, 0.368)  -0.72
C (1.209, -3.790, -0.496)  -0.02
C (-1.275, -3.877, -0.507)  -0.03
N (-0.059, -2.183, 0.748)  0.00
H (-0.005, -5.464, 1.312)  0.09
H (-0.896, -4.240, 2.233)  0.08
H (0.875, -4.213, 2.208)  0.08
H (1.215, -4.842, -0.769)  0.10
H (2.108, -3.562, 0.068)  0.05
H (1.190, -3.177, -1.395)  0.08
H (-1.254, -4.946, -0.707)  0.09
H (-1.236, -3.334, -1.449)  0.07
H (-2.203, -3.630, 0.001)  0.07

***

Record 2
Computed, not measured: the molecule C3H5N3, with wB97M-V/def2-TZVPD.

Output
LUMO level: 0.67 eV
HOMO energy: -9.9 eV
SMILES string: Cn1cnnc1
energy: -7661.64538 eV
energy relative to the best compared isomer or geometry (same formula, charge and spin): 18.68 kcal per mole

Each line ends with the Löwdin charge.
CARTESIAN COORDINATES (ANGSTROEM)
C (0.310, 0.131, -1.401)  -0.03
N (0.047, 0.050, 0.021)  -0.13
C (0.634, -0.758, 0.948)  -0.18
N (0.018, -0.677, 2.096)  0.00
N (-1.018, 0.208, 1.938)  0.00
C (-0.983, 0.625, 0.702)  -0.18
H (0.346, 1.174, -1.725)  0.09
H (-0.473, -0.393, -1.956)  0.09
H (1.272, -0.337, -1.617)  0.09
H (1.506, -1.365, 0.741)  0.12
H (-1.660, 1.341, 0.253)  0.12

***

Record 3
Computed, not measured: a cluster of 2 separate species, C4H12NO2 in total, with wB97M-V/def2-TZVPD.

Output
LUMO level: 3.92 eV
HOMO energy: -2.8 eV
net charge: -1
energy: -9926.23383 eV
energy relative to the best compared isomer or geometry (same formula, charge and spin): 45.89 kcal per mole

Each line ends with the Löwdin charge.
CARTESIAN COORDINATES (ANGSTROEM)
C (0.647, 1.613, 0.889)  -0.12
C (-0.294, 0.793, -0.010)  -0.46
C (-1.615, 0.617, 0.734)  -0.14
N (0.351, -0.614, -0.303)  -0.07
C (1.512, -0.474, -1.388)  -0.46
O (2.726, -0.207, -0.766)  -0.41
H (0.241, 2.687, 0.968)  0.07
H (1.740, 1.646, 0.431)  0.09
H (0.830, 1.191, 1.951)  0.09
H (-0.805, 1.232, -0.901)  0.12
H (-1.593, 0.487, 1.803)  0.05
H (-2.146, -0.289, 0.260)  0.08
H (-2.385, 1.398, 0.332)  0.09
H (0.815, -0.715, 0.593)  0.07
H (1.304, 0.371, -2.138)  0.09
H (1.479, -1.546, -1.769)  0.07
H (-0.912, -1.930, -0.095)  0.01
H (-0.657, -3.351, -0.605)  -0.01
O (-1.239, -2.909, 0.014)  -0.17

***

Record 4
Computed, not measured: a cluster of 4 separate species, C3H13NO3 in total, with wB97M-V/def2-TZVPD.

Output
LUMO level (alpha / beta): -3.65 / -7.18 eV
HOMO energy (alpha / beta): -14.7 / -14.7 eV
net charge: +1
multiplicity: 2
energy: -10945.51662 eV
energy relative to the best compared isomer or geometry (same formula, charge and spin): 29.66 kcal per mole

Each line ends with the Löwdin charge.
CARTESIAN COORDINATES (ANGSTROEM)
C (-1.842, -0.008, 0.815)  0.21
C (-0.810, 0.726, 1.343)  -0.11
N (0.455, 0.766, 0.978)  0.05
C (1.498, 1.235, 1.910)  0.00
H (-1.950, -0.532, -0.127)  0.07
H (-2.747, -0.133, 1.404)  0.10
H (-0.971, 1.340, 2.201)  0.14
H (0.907, 0.347, 0.158)  0.14
H (2.302, 0.489, 1.974)  0.11
H (1.872, 2.180, 1.524)  0.11
H (1.127, 1.175, 2.930)  0.10
H (1.934, -1.909, -1.057)  0.08
H (1.324, -2.254, 0.245)  0.06
O (1.079, -1.816, -0.583)  -0.06
H (-0.334, 1.342, -3.601)  0.04
H (0.079, 1.487, -2.129)  -0.01
O (0.052, 1.952, -2.966)  -0.04
H (-1.165, -2.372, -0.924)  -0.01
H (-1.182, -1.699, -2.336)  0.03
O (-1.629, -2.317, -1.757)  -0.04

***

Record 5
Computed, not measured: a cluster of 9 separate species, C41H99NO17 in total, with wB97M-V/def2-TZVPD.

Output
LUMO level: 0.39 eV
HOMO energy: -8.1 eV
SMILES string: CC1(C)CCCC(C)(C)N1O.COCCOC.COCCOC.COCCOC.COCCOC.COCCOC.COCCOC.COCCOC.COCCOC
energy: -80405.85952 eV
energy relative to the best compared isomer or geometry (same formula, charge and spin): 59.21 kcal per mole

Each line ends with the Löwdin charge.
CARTESIAN COORDINATES (ANGSTROEM)
C (32.407, 1.740, -24.700)  -0.11
O (32.351, 2.292, -23.402)  -0.16
C (31.097, 2.238, -22.836)  -0.24
C (31.197, 2.954, -21.515)  -0.24
O (32.003, 2.318, -20.579)  -0.16
C (32.665, 3.200, -19.694)  -0.09
H (32.072, 0.703, -24.720)  0.09
H (33.442, 1.682, -25.037)  0.08
H (31.988, 2.305, -25.533)  0.08
H (30.747, 1.217, -22.689)  0.14
H (30.484, 2.811, -23.532)  0.11
H (30.174, 3.035, -21.146)  0.11
H (31.568, 3.950, -21.754)  0.13
H (33.421, 3.805, -20.193)  0.09
H (33.183, 2.677, -18.890)  0.09
H (31.903, 3.809, -19.207)  0.08
C (16.424, 4.330, -18.827)  -0.05
O (17.108, 3.010, -18.715)  -0.18
C (18.367, 2.885, -19.325)  -0.20
C (19.518, 3.625, -18.588)  -0.21
O (20.016, 2.809, -17.557)  -0.17
C (21.134, 3.437, -16.903)  -0.09
H (17.054, 5.170, -18.535)  0.06
H (15.624, 4.337, -18.086)  0.08
H (16.100, 4.593, -19.834)  0.08
H (18.370, 3.302, -20.332)  0.11
H (18.697, 1.858, -19.485)  0.13
H (19.104, 4.512, -18.108)  0.10
H (20.326, 3.907, -19.263)  0.11
H (20.848, 4.354, -16.389)  0.07
H (22.008, 3.604, -17.533)  0.08
H (21.493, 2.785, -16.107)  0.09
C (22.767, 6.154, -14.523)  -0.13
O (23.626, 5.104, -14.302)  -0.20
C (24.455, 5.257, -13.175)  -0.19
C (25.496, 4.102, -13.232)  -0.21
O (26.479, 4.277, -14.219)  -0.18
C (26.008, 3.968, -15.550)  -0.08
H (21.871, 6.199, -13.903)  0.09
H (22.402, 6.085, -15.548)  0.08
H (23.266, 7.119, -14.429)  0.09
H (23.903, 5.161, -12.240)  0.12
H (25.088, 6.143, -13.119)  0.12
H (24.955, 3.164, -13.360)  0.12
H (26.056, 4.025, -12.301)  0.12
H (25.127, 4.559, -15.800)  0.07
H (25.734, 2.913, -15.535)  0.09
H (26.666, 4.096, -16.409)  0.07
C (20.767, 5.334, -22.005)  -0.07
O (20.080, 5.830, -20.809)  -0.18
C (20.818, 6.982, -20.429)  -0.24
C (20.078, 7.774, -19.439)  -0.19
O (19.890, 6.864, -18.345)  -0.20
C (19.475, 7.492, -17.127)  -0.09
H (20.331, 4.363, -22.239)  0.09
H (21.844, 5.206, -21.894)  0.08
H (20.557, 5.966, -22.867)  0.08
H (20.996, 7.584, -21.320)  0.13
H (21.756, 6.654, -19.980)  0.10
H (19.110, 8.099, -19.821)  0.13
H (20.640, 8.689, -19.247)  0.13
H (18.626, 8.158, -17.282)  0.09
H (20.280, 8.028, -16.625)  0.07
H (19.172, 6.717, -16.424)  0.08
C (28.238, 7.606, -16.025)  -0.09
O (28.137, 8.295, -17.248)  -0.22
C (28.687, 9.601, -17.257)  -0.17
C (28.313, 10.192, -18.593)  -0.20
O (29.047, 9.700, -19.702)  -0.16
C (28.371, 9.878, -20.918)  -0.12
H (29.193, 7.083, -15.984)  0.11
H (27.423, 6.882, -16.034)  0.08
H (28.064, 8.227, -15.145)  0.09
H (29.767, 9.616, -17.116)  0.13
H (28.305, 10.102, -16.368)  0.13
H (28.373, 11.280, -18.583)  0.13
H (27.241, 10.041, -18.718)  0.10
H (27.475, 9.259, -20.873)  0.07
H (28.895, 9.543, -21.813)  0.09
H (28.165, 10.925, -21.143)  0.09
C (26.140, 1.184, -28.221)  -0.09
O (27.067, 2.220, -28.468)  -0.17
C (28.170, 2.300, -27.669)  -0.23
C (27.979, 2.719, -26.205)  -0.20
O (27.473, 1.636, -25.421)  -0.19
C (27.233, 2.171, -24.083)  -0.09
H (25.624, 1.307, -27.269)  0.07
H (26.719, 0.260, -28.227)  0.09
H (25.379, 1.058, -28.990)  0.09
H (28.817, 3.069, -28.089)  0.13
H (28.663, 1.328, -27.681)  0.13
H (27.379, 3.612, -26.030)  0.12
H (28.968, 2.920, -25.795)  0.11
H (26.619, 1.406, -23.609)  0.09
H (26.688, 3.113, -24.137)  0.05
H (28.150, 2.229, -23.496)  0.07
C (21.259, 11.598, -16.909)  -0.05
O (21.543, 12.264, -18.188)  -0.20
C (22.896, 12.616, -18.367)  -0.21
C (23.871, 11.438, -18.642)  -0.18
O (23.557, 10.692, -19.838)  -0.20
C (24.228, 11.039, -21.030)  -0.11
H (20.174, 11.521, -16.842)  0.09
H (21.382, 12.408, -16.191)  0.08
H (21.968, 10.784, -16.755)  0.08
H (23.229, 13.201, -17.509)  0.12
H (23.076, 13.282, -19.211)  0.12
H (23.972, 10.739, -17.812)  0.11
H (24.871, 11.865, -18.729)  0.11
H (25.313, 11.017, -20.934)  0.07
H (23.928, 12.043, -21.331)  0.08
H (23.980, 10.431, -21.901)  0.09
C (23.642, 2.515, -23.216)  -0.07
O (23.196, 3.341, -24.337)  -0.20
C (24.266, 3.781, -25.209)  -0.19
C (23.747, 4.552, -26.440)  -0.16
O (23.548, 5.965, -26.339)  -0.15
C (22.603, 6.387, -25.488)  -0.17
H (22.822, 2.423, -22.503)  0.08
H (24.432, 3.082, -22.723)  0.06
H (24.046, 1.548, -23.514)  0.08
H (24.850, 2.898, -25.470)  0.10
H (24.922, 4.486, -24.698)  0.11
H (22.909, 3.925, -26.744)  0.13
H (24.480, 4.523, -27.247)  0.13
H (22.843, 6.328, -24.426)  0.07
H (21.662, 5.859, -25.639)  0.10
H (22.380, 7.447, -25.610)  0.09
C (24.951, 7.649, -18.511)  -0.04
C (25.258, 6.503, -19.458)  -0.42
C (24.871, 7.111, -20.886)  -0.13
C (25.376, 6.366, -22.090)  -0.19
C (26.938, 6.194, -22.039)  -0.09
C (27.377, 5.556, -20.653)  -0.46
N (26.721, 6.154, -19.461)  -0.06
O (27.265, 5.702, -18.223)  -0.02
C (27.095, 4.044, -20.728)  -0.02
C (28.874, 5.754, -20.576)  -0.05
C (24.267, 5.310, -19.154)  -0.01
H (25.637, 8.476, -18.693)  0.06
H (25.108, 7.353, -17.473)  0.08
H (23.928, 8.013, -18.611)  0.08
H (23.792, 7.046, -21.030)  0.10
H (25.173, 8.148, -21.033)  0.10
H (25.211, 7.023, -22.944)  0.11
H (24.923, 5.380, -22.199)  0.08
H (27.266, 7.214, -22.241)  0.10
H (27.209, 5.506, -22.839)  0.10
H (27.510, 3.643, -21.652)  0.05
H (27.685, 3.402, -20.074)  0.09
H (26.042, 3.764, -20.765)  0.07
H (29.345, 5.216, -19.753)  0.07
H (29.497, 5.293, -21.343)  0.07
H (29.226, 6.778, -20.458)  0.09
H (24.202, 4.715, -20.065)  0.06
H (23.253, 5.640, -18.929)  0.06
H (24.676, 4.718, -18.335)  0.07
H (27.598, 6.493, -17.793)  0.04